Entry from the OMol25 dataset: a molecular structure, C29H39Cl4N10O4SY (wB97M-V/def2-TZVPD).

The geometry in XYZ format:
```
88
Properties=species:S:1:pos:R:3:forces:R:3:lowdin_charge:R:1
Y 0.474912 -0.583317 0.101109 -0.49 -0.10 -0.12 1.57
C -0.059701 -4.560873 -0.546055 -0.03 0.02 0.01 -0.17
C -0.408713 -3.648587 -1.712790 0.04 -0.05 0.03 -0.21
N 0.363830 -2.368638 -1.773501 0.06 -0.02 -0.03 -0.11
C 0.038053 -1.751213 -3.081556 -0.03 0.04 0.01 -0.21
C 0.362812 -0.271326 -3.179875 -0.01 -0.04 0.00 -0.21
N -0.317725 0.513838 -2.134046 0.10 0.03 0.12 -0.13
C -1.556513 1.204816 -2.575411 -0.01 0.02 0.00 -0.20
C -2.655700 0.352134 -3.208827 -0.01 -0.01 0.02 -0.17
C -3.657522 -0.306864 -2.266224 0.01 0.00 0.00 -0.23
N -3.044928 -1.181228 -1.279443 0.00 -0.01 0.00 -0.06
C -3.983471 -2.153793 -0.707495 0.03 0.01 -0.03 -0.19
C -3.467019 -2.698001 0.611444 0.02 0.03 0.02 -0.19
N -1.112637 -2.128711 2.206867 0.32 0.01 -0.36 0.09
C 0.025999 -3.897915 0.826538 -0.06 0.04 -0.17 -0.10
H 0.911827 -5.031142 -0.739419 0.00 -0.02 -0.01 0.12
H -0.798950 -5.361586 -0.530874 0.02 -0.01 0.00 0.09
H -1.452488 -3.360758 -1.672955 -0.02 0.01 -0.01 0.09
H -0.232121 -4.194445 -2.647959 0.00 0.00 0.00 0.12
H 1.348858 -2.632078 -1.796761 0.01 0.04 -0.02 0.10
H -1.032687 -1.893485 -3.211187 -0.01 0.01 0.01 0.10
H 0.543720 -2.285557 -3.893147 -0.02 -0.01 -0.01 0.13
H 0.090315 0.080079 -4.181646 0.02 0.01 0.00 0.12
H 1.439295 -0.120134 -3.073173 0.00 0.01 0.01 0.11
H 0.314571 1.270562 -1.882344 0.03 0.07 0.04 0.07
H -1.268411 1.966013 -3.309939 0.00 0.01 0.01 0.12
H -1.952944 1.731665 -1.703609 0.01 0.00 0.00 0.11
H -2.219339 -0.397377 -3.870227 0.00 0.00 -0.01 0.10
H -3.224882 1.021113 -3.860086 0.00 0.00 -0.01 0.11
H -4.340317 -0.908385 -2.871787 0.00 0.00 0.00 0.12
H -4.274862 0.476692 -1.797204 -0.02 -0.01 0.01 0.12
H -2.678172 -0.615335 -0.522641 -0.01 0.02 0.00 0.05
H -4.107537 -2.973215 -1.421659 -0.02 0.00 0.00 0.12
H -4.976684 -1.715003 -0.532844 -0.01 -0.01 0.00 0.12
H -4.076998 -3.533105 0.963330 0.00 -0.01 -0.01 0.12
H -3.506326 -1.917217 1.382288 0.00 -0.02 0.01 0.12
H -1.521460 -1.335492 1.738460 -0.18 0.01 0.01 0.05
H 0.508503 -4.579653 1.525852 0.02 -0.01 -0.02 0.14
H 0.733509 -3.067068 0.715608 0.11 0.03 0.22 0.07
Cl -0.558554 -3.390581 6.190836 0.00 -0.01 -0.02 0.56
C -0.522693 -3.602682 4.437736 0.12 0.08 0.03 -0.72
C -1.489644 -4.352891 3.812511 -0.07 0.02 -0.14 -0.73
Cl -2.415956 -5.458074 4.837239 0.01 -0.01 0.03 0.58
C -1.887310 -4.348987 2.465298 -0.01 -0.19 0.12 -0.63
Cl -2.286169 -5.921069 1.715255 0.01 0.12 0.01 0.60
C -1.302428 -3.406082 1.489878 -0.03 0.18 0.03 -0.51
O -2.138419 -3.105608 0.367248 0.00 -0.07 -0.01 -0.15
C 0.167217 -1.940278 2.755906 -0.12 -0.03 0.00 -0.54
O 0.981433 -1.133110 2.056085 0.05 0.17 0.10 -0.29
C 0.456541 -2.738534 3.794088 -0.04 0.01 0.06 -0.66
Cl 2.110824 -2.762280 4.368883 0.01 0.01 0.01 0.64
N 3.476428 7.437140 -2.112518 -0.01 -0.02 0.00 0.10
C 3.110163 6.301811 -1.409922 0.00 0.04 -0.02 -0.32
C 4.015530 5.680952 -0.546353 0.03 -0.01 0.02 -0.02
C 3.636895 4.579202 0.197046 -0.02 0.02 -0.03 -0.06
C 2.343163 4.091865 0.088607 -0.03 -0.02 -0.06 -0.30
C 1.428253 4.701503 -0.762788 0.06 0.00 0.05 -0.07
C 1.808203 5.797666 -1.509911 -0.01 -0.01 0.00 -0.03
S 1.850888 2.691592 1.023177 0.08 0.08 -0.01 0.60
O 0.457852 2.871743 1.359399 -0.01 0.03 -0.02 -0.33
O 2.800229 2.488156 2.075963 -0.01 0.02 0.00 -0.28
N 1.848073 1.431003 -0.017737 -0.26 -0.45 0.09 -0.18
C 2.998784 0.790381 -0.352652 -0.07 0.14 0.01 -0.47
N 2.762628 -0.484646 -0.762122 0.27 -0.04 0.08 0.01
C 3.823936 -1.231830 -1.073524 -0.07 -0.05 -0.04 -0.11
C 5.105362 -0.738817 -1.022612 0.03 0.01 0.00 -0.04
C 5.232951 0.590679 -0.628519 0.01 0.03 0.00 -0.09
N 4.208576 1.356796 -0.300481 -0.03 0.01 0.01 0.16
H 4.462907 7.587428 -2.239322 0.00 0.00 0.00 0.09
H 2.927946 7.658757 -2.925994 0.00 0.01 0.00 0.09
H 5.020118 6.076788 -0.456810 0.00 -0.01 0.01 0.11
H 4.329505 4.088379 0.866164 0.01 0.01 -0.01 0.11
H 0.415954 4.320960 -0.812709 -0.01 0.02 -0.02 0.11
H 1.094900 6.286207 -2.163016 0.00 0.00 0.00 0.11
H 3.631822 -2.259137 -1.365653 -0.02 0.00 0.01 0.11
H 5.960558 -1.348629 -1.267368 0.00 0.00 -0.01 0.10
H 6.208994 1.061945 -0.577350 0.01 -0.03 -0.01 0.12
C -2.764465 3.152536 2.894392 0.04 0.06 0.00 -0.01
N -1.958466 1.938824 2.872281 -0.09 -0.04 0.05 -0.16
C -1.248386 1.518234 4.088937 0.05 -0.02 0.01 0.02
C -1.733677 1.296900 1.776832 0.17 -0.07 0.03 -0.25
N -1.504747 0.651934 0.835209 0.05 -0.05 -0.07 0.11
H -3.587418 3.034536 3.599105 0.01 -0.01 0.01 0.10
H -3.167378 3.345209 1.903575 0.00 -0.01 0.00 0.10
H -2.141809 3.995416 3.195450 0.01 0.00 -0.02 0.10
H -1.954420 1.114596 4.813585 -0.01 0.01 0.00 0.10
H -0.730151 2.382594 4.502028 0.02 0.00 -0.01 0.10
H -0.512664 0.756049 3.837877 -0.01 -0.02 0.00 0.10
```
Positions in Å, forces in eV/Å.

The LUMO energy comes out at -0.38 eV. The value obtained for the frontier orbital gap is 4.71 eV. Its maximum force is 0.526 eV Å⁻¹. The value obtained for the HOMO energy is -5.09 eV. Its spin multiplicity is 1.


Entry from the OMol25 dataset: a molecular structure, C29H39F4N2OSeSi2Tl (wB97M-V/def2-TZVPD).

The geometry in XYZ format:
```
79
Properties=species:S:1:pos:R:3:forces:R:3:lowdin_charge:R:1
Tl 0.338409 0.048739 -1.669267 0.10 -0.48 -0.49 0.71
C 3.720813 0.448388 -1.547530 0.04 -0.09 0.03 -0.08
N 2.773423 -0.551195 -2.034973 0.01 0.32 0.12 -0.36
C 2.992108 -0.798297 -3.459713 0.00 -0.04 -0.01 -0.10
C 2.815344 -1.775732 -1.243968 -0.09 -0.13 0.05 -0.19
C 1.764933 -2.787787 -1.699361 -0.03 0.07 -0.15 -0.23
N 0.528273 -2.123141 -2.090268 -0.22 -0.16 0.13 -0.08
C -0.572673 -2.876105 -2.372512 0.10 -0.02 0.02 -0.17
C -1.786168 -2.250191 -2.723261 -0.02 0.03 0.04 -0.15
F -1.828790 -0.889141 -2.738514 0.00 -0.02 -0.03 0.00
C -2.937263 -2.921394 -3.054931 -0.01 0.00 0.00 -0.22
F -4.027867 -2.204932 -3.364601 0.00 0.00 0.01 0.10
C -2.986514 -4.300348 -3.081541 -0.03 -0.03 -0.01 0.06
C -1.817774 -4.951085 -2.752276 0.00 -0.01 0.07 -0.22
F -1.786039 -6.293088 -2.765671 0.00 0.02 0.02 0.09
C -0.661252 -4.284914 -2.393544 0.02 0.00 -0.03 -0.14
F 0.403846 -5.056661 -2.078006 0.01 0.00 -0.03 0.07
H 4.757300 0.107243 -1.669322 0.00 0.01 -0.02 0.10
H 3.587162 1.373536 -2.109345 -0.02 0.01 0.01 0.09
H 3.547330 0.639663 -0.488985 0.07 -0.04 -0.07 0.06
H 3.966680 -1.274983 -3.626454 0.00 0.01 0.01 0.10
H 2.204019 -1.438476 -3.851384 0.01 -0.02 0.00 0.09
H 2.962293 0.149412 -3.993999 0.02 0.00 0.00 0.06
H 3.809570 -2.240700 -1.296141 0.00 -0.02 0.03 0.13
H 2.629831 -1.499099 -0.200876 0.02 0.03 0.00 0.11
H 2.158616 -3.378086 -2.533264 0.05 0.03 -0.01 0.12
H 1.619025 -3.481168 -0.869052 0.03 -0.05 -0.02 0.11
H -3.884939 -4.839603 -3.338548 0.00 0.02 -0.02 0.13
C 0.615857 3.707088 -0.807394 0.08 0.08 0.10 -0.21
Si -0.146494 3.650971 -2.500976 -0.07 -0.09 -0.13 0.15
C 0.551505 4.952271 -3.637888 0.05 0.03 -0.08 -0.23
C -2.003185 3.762463 -2.420804 -0.08 0.00 0.04 -0.21
Se 0.453611 1.679109 -3.533920 0.03 0.31 -0.10 0.46
H 0.530479 4.704053 -0.365947 -0.03 -0.02 0.01 0.05
H 1.674255 3.442382 -0.835055 0.02 0.02 -0.02 0.03
H 0.107992 3.004744 -0.146070 0.01 -0.04 0.05 0.00
H 0.120602 5.933596 -3.426016 0.01 -0.01 0.03 0.03
H 0.326541 4.705547 -4.677666 -0.01 0.04 0.00 0.03
H 1.636150 5.023304 -3.540415 -0.01 -0.01 0.00 0.03
H -2.329350 4.801578 -2.326677 0.01 -0.01 0.04 0.03
H -2.397879 3.203985 -1.568950 0.00 -0.02 -0.01 0.03
H -2.449788 3.347864 -3.325599 0.00 0.03 -0.01 0.03
C -0.870222 -2.111180 3.868280 -0.01 -0.09 -0.06 -0.09
C -0.774407 -1.971320 2.344163 -0.14 0.18 0.11 -0.59
C 0.486146 -2.691395 1.855438 0.00 -0.03 0.00 -0.09
C -1.997278 -2.618980 1.675838 0.06 -0.05 -0.01 -0.08
Si -0.637180 -0.176498 1.734418 0.10 -0.35 -0.22 0.52
O -0.606596 -0.318848 0.103054 0.01 0.56 0.76 -0.39
C 0.944088 0.610744 2.411391 0.05 0.11 -0.17 -0.21
C 1.155021 0.765097 3.785838 -0.06 0.03 -0.02 -0.08
C 2.315508 1.339510 4.281889 0.01 -0.01 0.00 -0.08
C 3.290210 1.811206 3.411543 -0.01 0.00 0.01 -0.09
C 3.089342 1.709033 2.044448 -0.01 -0.01 0.01 -0.09
C 1.933157 1.106301 1.563840 0.02 -0.05 0.00 -0.12
C -2.010840 0.957912 2.339213 -0.12 -0.01 -0.08 -0.20
C -1.871275 2.332427 2.119011 0.00 -0.04 0.05 -0.09
C -2.839510 3.238566 2.521275 -0.01 0.02 0.02 -0.08
C -3.979333 2.787424 3.172895 -0.01 0.00 -0.01 -0.09
C -4.142672 1.431137 3.406234 0.01 -0.02 0.00 -0.08
C -3.171303 0.529910 2.987873 0.00 0.02 -0.05 -0.09
H -1.051870 -3.158967 4.134349 0.02 0.01 -0.01 0.09
H -1.681652 -1.521312 4.297537 0.00 0.01 0.01 0.07
H 0.059631 -1.813053 4.354468 0.02 0.03 0.02 0.07
H 0.437978 -3.756431 2.108412 0.00 0.01 0.00 0.09
H 1.389187 -2.277484 2.313687 0.00 -0.01 -0.01 0.08
H 0.575973 -2.605999 0.771156 0.00 -0.03 -0.01 0.05
H -2.022745 -3.691619 1.899254 0.01 0.01 0.01 0.09
H -1.959272 -2.501873 0.590600 -0.01 -0.01 0.00 0.07
H -2.937379 -2.189830 2.026005 0.00 -0.02 -0.03 0.07
H 0.390171 0.451300 4.486313 -0.01 -0.05 0.01 0.10
H 2.458954 1.424235 5.351770 -0.01 0.02 0.00 0.10
H 4.194825 2.262933 3.798164 -0.01 0.01 0.00 0.10
H 3.829200 2.102749 1.356827 0.00 -0.02 0.00 0.10
H 1.801847 1.033975 0.488442 -0.06 0.01 0.02 0.04
H -0.976140 2.706182 1.637645 0.06 0.03 0.00 0.08
H -2.703880 4.297339 2.337241 0.01 -0.01 0.00 0.10
H -4.736025 3.490485 3.497495 0.00 0.00 0.00 0.10
H -5.028074 1.070484 3.914655 0.00 0.00 -0.01 0.10
H -3.333574 -0.523967 3.170022 0.00 0.01 0.03 0.08
```
Positions in Å, forces in eV/Å.

The LUMO energy comes out at -0.34 eV. The value obtained for the frontier orbital gap is 7.23 eV. Its maximum force is 0.940 eV Å⁻¹. The value obtained for the HOMO energy is -7.57 eV. Its spin multiplicity is 1.